{"formula": "C42H44CdO3P2S", "method": "wB97M-V/def2-TZVPD", "symbols": ["Cd", "C", "C", "C", "C", "C", "C", "C", "C", "C", "H", "H", "H", "H", "H", "H", "H", "H", "H", "H", "H", "H", "H", "H", "H", "P", "P", "C", "C", "C", "C", "C", "C", "C", "C", "C", "C", "C", "C", "C", "C", "C", "C", "C", "C", "C", "C", "C", "C", "C", "C", "C", "C", "H", "H", "H", "H", "H", "H", "H", "H", "H", "H", "H", "H", "H", "H", "H", "H", "H", "H", "H", "H", "H", "H", "C", "C", "C", "C", "C", "C", "C", "S", "O", "O", "O", "H", "H", "H", "H", "H", "H", "H"], "positions_angstrom": [[-0.648, 0.680, -2.516], [1.547, -2.884, 4.126], [1.430, -1.624, 3.704], [2.511, -0.793, 3.088], [2.640, -0.913, 1.541], [2.532, -2.298, 0.976], [3.043, -3.370, 1.568], [3.737, -3.425, 2.900], [2.825, -3.654, 4.147], [-1.104, -0.924, -1.210], [0.663, -3.425, 4.490], [0.454, -1.133, 3.744], [3.486, -0.981, 3.558], [2.264, 0.261, 3.289], [1.907, -0.250, 1.048], [3.637, -0.507, 1.286], [2.116, -2.363, -0.063], [3.018, -4.337, 1.059], [4.355, -2.543, 3.075], [4.417, -4.285, 2.873], [2.583, -4.731, 4.235], [3.401, -3.376, 5.040], [-2.177, -0.890, -0.993], [-0.563, -0.830, -0.255], [-0.824, -1.817, -1.763], [-2.306, 3.872, -1.304], [-1.006, 2.953, -4.056], [-0.670, 4.465, -1.783], [-0.202, 4.205, -3.027], [-3.114, 5.536, -0.998], [-2.387, 6.701, -0.715], [-3.041, 7.919, -0.495], [-4.433, 7.999, -0.576], [-5.169, 6.846, -0.883], [-4.519, 5.629, -1.101], [-1.870, 3.335, 0.410], [-0.985, 2.252, 0.514], [-0.694, 1.681, 1.744], [-1.198, 2.275, 2.916], [-2.028, 3.400, 2.822], [-2.399, 3.908, 1.575], [-0.835, 3.929, -5.652], [-1.520, 5.158, -5.729], [-1.348, 6.000, -6.826], [-0.496, 5.625, -7.875], [0.156, 4.387, -7.816], [-0.022, 3.535, -6.722], [0.388, 1.716, -4.176], [0.119, 0.489, -4.878], [1.160, -0.436, -5.043], [2.453, -0.124, -4.612], [2.726, 1.112, -4.007], [1.717, 2.052, -3.824], [-0.089, 5.012, -1.032], [0.649, 4.743, -3.465], [-1.300, 6.672, -0.667], [-2.454, 8.811, -0.261], [-4.942, 8.952, -0.409], [-6.256, 6.904, -0.952], [-5.098, 4.740, -1.351], [-0.515, 1.836, -0.388], [-0.083, 0.778, 1.800], [-0.940, 1.849, 3.884], [-2.394, 3.879, 3.733], [-3.078, 4.759, 1.509], [-2.168, 5.465, -4.906], [-1.870, 6.957, -6.867], [-0.346, 6.294, -8.724], [0.816, 4.090, -8.634], [0.490, 2.571, -6.692], [-0.842, 0.340, -5.377], [0.961, -1.400, -5.525], [3.272, -0.812, -4.809], [3.753, 1.369, -3.752], [1.945, 3.055, -3.480], [1.078, -10.160, 6.190], [0.661, -9.047, 5.277], [-0.618, -8.486, 5.379], [-1.010, -7.441, 4.538], [-0.120, -6.983, 3.552], [1.180, -7.501, 3.469], [1.558, -8.537, 4.327], [-0.607, -5.572, 2.541], [-1.711, -6.054, 1.721], [-0.992, -4.629, 3.603], [0.617, -5.244, 1.832], [0.991, -9.866, 7.243], [0.457, -11.053, 6.051], [2.119, -10.435, 5.999], [-1.312, -8.860, 6.135], [-1.978, -6.972, 4.650], [1.885, -7.081, 2.759], [2.565, -8.953, 4.274]], "e_above_lowest_ev": 0.343, "e_homo_ev": -6.82, "energy_ha": -3100.97280, "multiplicity": 1}